# 1
66
Properties=species:S:1:pos:R:3:forces:R:3 method="wB97M-V/def2-TZVPD" charge=+1 orbital_gap_ev=6.26
C -2.289 4.906 0.275 0.2 0.4 0.0
N -2.079 3.482 0.408 -0.3 -0.2 0.0
C -3.117 2.622 0.611 -1.2 0.6 0.2
O -4.295 2.942 0.736 1.7 -0.7 -0.2
C -2.530 1.210 0.662 -0.6 0.2 0.5
C -3.085 0.301 -0.436 0.1 -0.1 -0.3
C -4.568 0.057 -0.274 -0.2 -0.2 0.0
C -5.450 0.356 -1.316 0.1 0.1 0.4
C -6.824 0.211 -1.128 -0.1 -0.2 0.2
C -7.321 -0.269 0.093 0.5 0.1 -0.1
C -6.430 -0.596 1.126 0.1 0.0 -0.2
C -5.054 -0.449 0.937 -0.3 0.2 -0.3
N -1.095 1.466 0.518 1.3 -2.1 0.0
C -0.198 0.465 0.536 -1.3 1.3 0.4
C 1.167 0.684 0.385 1.5 -0.1 -0.3
C 2.122 -0.314 0.497 -1.8 1.2 1.5
C 3.510 -0.087 0.237 2.7 0.9 -0.6
C 4.511 -1.113 0.308 -1.3 0.5 0.2
C 5.858 -0.822 0.245 1.0 0.8 -0.1
C 6.291 0.513 0.099 -2.6 -0.5 0.1
N 7.671 0.852 0.054 4.1 1.0 -0.1
O 7.979 2.063 -0.075 -0.9 -2.5 0.3
O 8.532 -0.055 0.135 -2.2 1.6 -0.1
C 5.346 1.546 -0.041 0.4 -0.4 -0.1
C 3.997 1.243 -0.047 -0.5 -1.0 0.4
C -0.751 2.884 0.345 0.0 1.1 -0.2
C -0.116 3.190 -1.025 -0.1 -0.1 -0.2
C 0.119 3.437 1.490 -0.2 0.0 0.2
H -3.358 5.113 0.343 0.2 -0.2 0.0
H -1.765 5.452 1.066 -0.1 0.0 0.0
H -1.916 5.264 -0.689 -0.1 0.0 0.1
H -2.743 0.779 1.660 0.2 0.2 -0.5
H -2.884 0.769 -1.413 0.0 -0.2 0.2
H -2.531 -0.649 -0.395 -0.1 0.1 -0.1
H -5.040 0.731 -2.259 -0.3 -0.1 0.3
H -7.509 0.479 -1.934 0.2 -0.1 0.3
H -8.393 -0.386 0.240 0.3 0.1 0.0
H -6.802 -0.960 2.085 0.0 0.1 -0.3
H -4.346 -0.698 1.732 -0.4 0.0 -0.1
H -0.591 -0.551 0.675 0.1 0.5 0.0
H 1.509 1.700 0.215 -0.2 -0.6 -0.3
H 1.772 -1.241 0.950 0.6 0.9 -0.2
H 4.181 -2.145 0.393 0.2 0.3 0.1
H 6.617 -1.598 0.323 -0.2 0.1 -0.1
H 5.693 2.570 -0.144 -0.1 -0.2 -0.1
H 3.299 2.053 -0.255 0.2 -0.2 0.3
H -0.822 2.939 -1.827 0.2 0.1 0.2
H 0.124 4.262 -1.080 -0.1 -0.4 0.0
H 0.807 2.634 -1.197 -0.2 0.2 0.0
H -0.466 3.449 2.418 0.2 0.0 -0.2
H 1.012 2.832 1.653 -0.1 0.2 0.1
H 0.434 4.463 1.251 -0.1 -0.3 0.1
C 1.264 -6.777 -1.168 0.0 -0.3 0.0
C 1.484 -5.344 -0.788 0.0 0.0 0.1
C 1.254 -4.312 -1.702 0.1 0.6 0.0
C 1.458 -2.990 -1.302 -0.1 -0.8 0.4
N 1.848 -2.682 -0.062 0.1 -1.7 -0.8
C 2.108 -3.664 0.815 -0.4 -0.2 -0.8
C 1.929 -5.007 0.496 0.1 0.5 0.0
H 1.501 -7.432 -0.320 -0.1 0.1 -0.3
H 0.219 -6.950 -1.462 0.3 0.0 0.1
H 1.905 -7.055 -2.016 -0.2 0.0 0.2
H 0.918 -4.505 -2.722 0.1 -0.1 0.3
H 1.308 -2.157 -1.992 0.0 -0.2 0.1
H 2.473 -3.364 1.799 -0.1 0.0 -0.1
H 2.146 -5.749 1.259 -0.1 -0.1 -0.3

***

# 2
14
Properties=species:S:1:pos:R:3:forces:R:3 method="wB97M-V/def2-TZVPD" spin_multiplicity=2 orbital_gap_ev="8.38 / 7.51"
O -0.717 0.113 -0.953 -0.1 0.7 0.0
C 0.154 -0.729 -0.400 0.4 -1.6 0.1
O 0.385 -1.853 -0.756 -0.1 0.5 0.0
O 0.689 -0.116 0.651 -0.4 0.4 -0.2
C 1.518 -0.895 1.528 0.3 0.2 0.6
H 1.051 -1.861 1.750 0.1 0.3 -0.1
H 2.492 -1.047 1.049 -0.2 0.0 0.2
C -1.405 -0.344 -2.130 -0.1 -0.2 -0.3
H -0.677 -0.571 -2.917 -0.2 0.0 0.2
H -1.998 -1.233 -1.888 0.2 0.2 -0.1
H -2.053 0.482 -2.431 0.2 -0.2 0.1
O -0.311 2.911 1.742 -0.1 -0.7 -0.7
H 1.598 -0.273 2.445 0.1 -0.5 -0.7
Li -0.401 1.600 0.434 0.1 0.8 0.8

***

# 3
37
Properties=species:S:1:pos:R:3:forces:R:3 method="wB97M-V/def2-TZVPD" charge=+3 orbital_gap_ev=2.80
Be -1.467 -2.549 -0.683 1.2 1.7 1.3
Tl -1.664 1.560 -2.730 -3.1 4.4 -4.4
S -0.509 -0.372 -0.284 -1.7 3.7 -5.1
O 0.253 -1.513 -0.679 -7.0 -5.4 -3.7
O -0.555 0.686 -1.320 -1.1 -12.7 5.6
O -1.859 -0.891 -0.020 1.4 -7.3 -3.4
O 0.012 0.193 0.931 0.6 -6.6 -7.6
O -0.003 2.523 -1.051 1.7 5.3 0.0
H -0.097 1.617 -0.755 1.4 3.3 0.5
H 0.537 2.940 -0.379 0.6 1.7 -0.2
O -3.083 0.188 -1.406 -1.9 0.9 -2.3
H -3.313 0.557 -0.553 -0.9 0.5 0.5
H -2.678 -0.655 -1.201 -1.6 0.9 -1.1
O 0.538 0.889 -3.071 0.7 0.2 -3.0
H 1.408 0.830 -2.676 0.8 0.5 -0.2
H 0.309 -0.015 -3.284 0.9 -0.2 -1.1
O 2.013 -1.421 0.276 3.4 -0.7 -0.8
H 2.543 -1.063 -0.436 0.9 0.1 0.3
H 1.127 -1.104 0.099 4.3 -0.9 1.3
O -0.944 1.919 0.863 -4.3 5.6 0.4
H -0.791 0.976 0.922 -3.4 3.8 2.5
H -0.572 2.273 1.671 -0.2 0.8 0.8
O -2.353 -0.400 2.032 -1.4 1.3 1.6
H -2.191 -0.610 1.112 -1.9 0.5 3.6
H -1.804 -1.014 2.519 -0.2 -0.5 1.3
O 1.442 1.551 1.257 3.1 3.6 0.1
H 0.784 1.110 0.720 3.5 2.9 0.2
H 1.630 0.932 1.963 1.0 0.4 0.7
O 2.261 -0.689 2.301 -0.2 1.7 3.4
H 2.664 -1.556 2.357 0.5 -0.6 0.3
H 1.751 -0.714 1.492 1.4 -0.5 0.3
O -0.130 -1.004 2.491 -0.2 -4.8 5.3
H 0.354 -0.377 3.028 0.2 0.1 1.2
H -0.060 -0.661 1.600 0.2 -2.9 3.7
O 1.507 -1.578 -2.703 -0.2 -0.1 -1.0
H 2.224 -1.313 -2.127 0.6 -0.3 -0.3
H 0.719 -1.245 -2.274 0.9 -0.5 -0.6

***

# 4
33
Properties=species:S:1:pos:R:3:forces:R:3 method="wB97M-V/def2-TZVPD" charge=-1 orbital_gap_ev=7.19
O -1.609 0.170 3.211 0.5 0.0 0.4
C -1.991 0.044 1.869 -0.2 -0.8 0.1
C -3.248 -0.805 1.730 -0.5 0.1 -0.9
Nb -5.224 0.280 1.759 1.9 1.1 1.0
I -4.379 2.794 2.670 0.0 -0.2 0.0
C -0.806 -0.607 1.189 0.3 0.3 0.4
F -1.023 -0.777 -0.114 -0.1 -0.3 -0.5
F 0.292 0.196 1.270 0.1 -0.1 0.1
F -0.452 -1.789 1.721 -0.1 0.1 -0.2
H -2.030 0.950 3.563 -0.3 0.4 0.2
H -2.078 1.011 1.398 0.0 0.5 -0.3
H -3.261 -1.514 2.543 0.0 -0.4 0.5
H -3.181 -1.400 0.831 0.0 -0.3 -0.4
H -5.808 -0.085 3.476 -0.8 0.0 -0.5
H -6.941 0.834 1.484 0.0 -0.7 -0.4
H -5.155 0.714 -0.040 -0.7 -0.1 0.2
H -5.921 -1.339 1.368 0.1 0.3 0.2
Br 2.341 4.096 0.176 0.0 0.0 -0.1
C 2.373 2.226 -0.362 0.0 0.1 0.1
C 3.778 1.709 -0.486 0.0 0.0 -0.1
Br 4.663 2.372 -2.095 0.0 0.0 0.0
H 1.823 2.160 -1.294 0.0 0.0 -0.1
H 1.837 1.684 0.411 0.0 0.0 0.0
H 3.772 0.628 -0.588 0.0 0.0 0.1
H 4.403 1.997 0.350 0.0 0.0 0.0
Br 2.647 -1.911 -1.176 0.0 0.0 0.0
C 3.794 -1.518 -2.699 -0.2 0.1 0.2
C 3.259 -2.112 -3.972 0.1 -0.1 -0.1
Br 3.537 -4.036 -4.052 0.0 0.0 0.0
H 4.783 -1.887 -2.451 0.1 0.0 0.0
H 3.823 -0.434 -2.776 0.0 0.0 -0.1
H 3.787 -1.705 -4.830 0.0 0.0 0.0
H 2.194 -1.946 -4.087 -0.1 0.0 0.0

***

# 5
85
Properties=species:S:1:pos:R:3:forces:R:3 method="wB97M-V/def2-TZVPD" charge=-1 orbital_gap_ev=1.31
C 2.831 -1.417 3.193 0.5 0.0 -0.6
C 3.075 0.116 2.824 1.3 -0.6 0.6
O 1.927 1.004 2.982 -1.2 -0.8 -0.6
C 0.661 0.379 2.611 0.1 2.6 1.5
C -0.507 1.489 2.247 -0.2 -0.1 0.0
C -1.966 0.810 1.980 2.0 0.2 -2.2
C -2.040 0.251 0.449 -0.1 -0.6 0.6
C -1.553 -1.305 0.334 1.0 1.5 -2.2
N -0.600 -1.584 -0.549 -2.9 0.0 0.5
O -2.206 -0.297 2.873 -3.1 0.9 0.1
C -3.564 -0.345 3.189 -0.7 0.6 2.5
O -4.172 0.589 3.755 2.1 -1.9 -2.3
S -4.489 -1.908 2.755 0.5 -0.1 0.5
H 2.052 -1.596 3.998 1.0 0.3 -0.9
H 2.514 -1.944 2.231 0.5 0.5 1.5
H 3.822 -1.894 3.523 -1.4 0.9 -0.5
H 3.475 0.158 1.764 -0.5 0.0 1.2
H 3.895 0.542 3.504 -1.3 -0.5 -1.0
H 0.748 -0.299 1.672 0.9 2.6 1.4
H 0.298 -0.181 3.546 0.4 0.8 -1.4
H -0.119 2.064 1.313 -1.5 -1.0 1.9
H -0.651 2.260 3.073 0.5 -1.1 -0.6
H -2.799 1.616 2.114 1.8 -2.0 -0.6
H -3.085 0.345 -0.010 1.3 -0.2 0.9
H -1.342 0.914 -0.154 -0.8 -1.1 0.6
H -1.992 -2.128 0.998 -0.2 1.2 -1.5
H -0.305 -0.737 -1.054 -0.2 -0.3 0.4
H -4.376 -2.717 3.877 0.4 1.1 -0.5
Al -3.702 3.048 2.723 -1.9 1.5 0.4
C -6.972 -0.160 -0.568 -0.2 -0.2 -0.2
C -6.473 0.537 0.454 0.5 -0.2 -0.3
C -7.161 1.725 1.001 -0.4 0.6 0.6
O -6.665 2.311 1.951 -0.1 -2.0 0.9
C -8.412 2.145 0.365 0.0 -0.1 0.2
C -8.917 1.455 -0.662 -0.5 0.5 0.1
C -8.236 0.244 -1.191 0.2 -0.1 0.0
O -8.736 -0.377 -2.122 -0.1 0.1 0.1
O -10.082 1.833 -1.270 0.7 -0.7 0.0
O -5.303 0.206 1.056 -0.2 0.5 -0.3
H -6.473 -1.031 -0.972 0.0 0.0 0.0
H -8.896 3.026 0.761 0.1 0.0 0.0
H -10.230 1.176 -1.975 0.0 0.1 0.1
H -5.191 0.876 1.758 -0.5 0.0 0.0
C -6.472 1.454 5.659 0.9 0.8 0.3
O -7.507 1.130 6.412 0.1 -0.1 -0.3
H -5.483 1.522 6.159 0.1 -0.4 0.5
H -6.232 0.772 4.814 -0.4 -0.4 -0.2
H -6.516 2.429 5.130 -0.7 0.1 -0.3
Br 0.032 -1.867 1.959 -0.3 -4.7 1.2
F -6.427 3.971 0.786 1.2 1.4 -0.9
N 5.945 -0.875 1.396 0.2 0.0 -0.7
C 7.191 -0.377 1.480 -0.6 0.1 0.6
C 8.062 -0.302 0.403 -0.2 -0.2 -0.4
C 7.628 -0.768 -0.829 0.2 0.1 0.2
C 6.346 -1.289 -0.943 -0.1 0.0 -0.1
C 5.550 -1.318 0.190 0.2 0.2 0.5
H 7.489 -0.027 2.468 0.4 -0.2 0.1
H 9.055 0.112 0.528 -0.1 0.0 0.1
H 8.282 -0.727 -1.692 -0.1 0.0 0.0
H 5.976 -1.663 -1.889 0.0 0.0 0.0
H 4.539 -1.714 0.151 0.0 -0.1 -0.1
F 8.712 -0.507 3.933 -0.1 0.1 -0.1
C 2.058 1.843 -1.426 0.1 0.1 0.1
Cl 1.859 3.532 -1.912 0.0 -0.1 0.0
Cl 1.728 1.652 0.304 1.0 0.2 -1.2
Cl 1.006 0.796 -2.391 0.1 0.1 -0.1
H 3.090 1.552 -1.612 -0.2 0.0 0.0
C -9.265 -3.669 -2.990 0.0 0.3 0.0
Cl -10.786 -4.417 -2.484 -0.1 0.1 0.0
Cl -7.946 -4.847 -3.002 0.1 0.0 0.0
H -9.387 -3.266 -3.993 0.0 -0.2 0.1
H -9.017 -2.867 -2.298 0.0 -0.1 -0.1
C 9.613 -0.067 -7.122 0.1 0.3 -0.4
C 8.475 0.168 -6.140 0.6 0.0 -0.7
C 8.912 0.394 -4.721 0.2 0.5 0.4
O 7.792 -0.073 -3.975 -0.2 -0.3 -0.4
C 7.179 -1.015 -4.744 -0.7 -0.6 0.3
O 6.333 -1.762 -4.352 0.5 0.5 -0.3
O 7.660 -0.998 -6.018 -0.3 0.0 0.6
H 9.603 -1.085 -7.516 -0.1 0.1 0.2
H 9.521 0.614 -7.971 0.0 -0.1 0.0
H 10.590 0.125 -6.672 -0.1 -0.1 0.1
H 7.835 0.984 -6.492 0.0 0.0 0.2
H 9.105 1.446 -4.507 -0.1 -0.1 0.1
H 9.788 -0.195 -4.433 0.0 0.0 -0.2

***

# 6
14
Properties=species:S:1:pos:R:3:forces:R:3 method="wB97M-V/def2-TZVPD" orbital_gap_ev=7.66 smiles="NNC1=NN=CNN1"
C -0.243 0.374 0.379 0.7 2.9 -4.1
C 1.192 -0.172 -1.826 -1.4 0.6 1.0
H -2.353 -0.601 2.366 4.3 -0.3 -0.8
H -0.750 -0.641 3.065 -0.2 0.9 -0.8
H -1.562 1.579 1.562 1.5 -2.1 -0.3
H 1.708 -0.249 -2.768 0.2 -1.1 0.0
H 0.673 -2.173 -1.253 0.8 1.8 -0.2
H -0.345 -1.607 0.828 0.8 1.2 -1.8
N -1.189 -0.572 2.122 -6.0 1.0 3.0
N -0.995 0.680 1.433 -0.8 -0.6 2.4
N 0.190 1.385 -0.377 0.0 -2.1 1.3
N 0.854 1.015 -1.570 -0.2 1.2 -0.2
N 0.922 -1.208 -0.912 -0.6 -2.8 0.7
N -0.220 -0.945 0.002 1.0 -0.6 -0.2

***

Number 1: largest force on an atom 4.205 eV/A. Number 2: largest force on an atom 1.686 eV/A. Number 3: largest force on an atom 13.909 eV/A. Number 4: largest force on an atom 2.384 eV/A. Number 5: largest force on an atom 4.881 eV/A. Number 6: largest force on an atom 6.785 eV/A.